(1)
Molecular formula: C5H31NO10
Method: DFT, ωB97M-V/def2-TZVPD

HOMO energy (eV): -8.333
Multiplicity: 1
SMILES: CC[C@@H](C)NCO.O.O.O.O.O.O.O.O.O
LUMO level (eV): 0.08
Net charge: 0
Calculated total energy (Eh): -1016.13410

The geometry in XYZ format:
```
47
Properties=species:S:1:pos:R:3:forces:R:3:nbo_charge:R:1
O 0.86660 0.45681 3.90636 0.811 2.600 1.046 -0.970
O 3.63841 -0.63960 -0.19890 0.895 3.074 -0.087 -0.963
O 0.78705 -4.28764 0.26810 -6.198 1.093 3.653 -0.960
O 0.66204 0.08415 -2.09367 0.562 2.235 -0.053 -0.792
O -2.39441 1.66921 -2.98378 1.882 -0.572 -1.004 -0.966
O 3.74541 2.43154 0.08581 -1.103 0.711 2.244 -0.993
O -0.28176 2.64026 -1.50468 -0.040 -0.341 -1.230 -0.979
O 1.78499 -1.50004 1.85728 -0.143 -0.247 -0.364 -0.950
O 1.31901 3.49799 0.53301 -2.352 -0.390 0.902 -0.989
O -3.65671 0.94888 -0.91633 -0.145 0.925 -0.543 -0.968
N 0.16925 -1.71431 -0.61799 2.779 1.615 0.157 -0.717
C -2.12008 -2.38597 -0.22507 1.024 -1.119 -1.068 -0.641
C 0.02243 -1.15909 -1.97363 0.219 -1.240 -0.083 0.104
C -1.25864 -0.07938 0.58476 -3.990 -1.187 -0.176 -0.468
C -0.95348 -1.58327 0.33636 1.087 1.431 -1.206 -0.056
C -1.32726 0.04806 2.13378 1.847 0.706 -2.340 -0.620
H 0.06226 0.90893 4.32252 1.887 -0.813 -0.945 0.496
H -2.22254 -2.24992 -1.33222 -0.699 0.819 1.070 0.204
H -0.53894 -1.99779 1.26190 -0.406 -0.233 -0.150 0.216
H 1.08309 -1.18759 -0.17074 -2.785 -1.995 -1.149 0.415
H 0.65260 -3.34217 0.12950 0.093 0.178 -0.435 0.493
H 0.82833 3.75966 1.35602 0.941 -0.215 -1.063 0.476
H -1.79964 1.99882 -3.70406 -0.916 -0.498 0.703 0.484
H -4.60253 0.80178 -0.90327 -0.225 0.122 -0.169 0.476
H 0.67929 -1.80048 -2.72100 -2.125 0.690 1.203 0.178
H 3.03875 3.13038 0.28942 0.879 -1.519 -0.393 0.519
H 4.30031 -0.59936 -0.90112 0.013 -1.048 -0.315 0.462
H 1.52076 -4.50280 -0.12853 6.228 -1.767 -3.343 0.445
H 0.60576 2.97137 0.04440 1.345 1.012 0.277 0.518
H -0.98963 3.01309 -2.04690 -0.169 0.464 0.729 0.486
H -3.03444 -2.38370 0.35715 -0.162 0.366 -0.183 0.218
H 3.75891 0.36296 -0.00787 -1.013 -1.814 0.479 0.495
H -1.77529 -3.41402 -0.31595 0.021 -0.452 0.737 0.236
H -3.45244 1.65141 -1.58608 -0.629 -0.881 0.824 0.501
H 1.60496 1.15969 3.81667 -2.008 -1.554 0.414 0.489
H 1.10750 0.40081 -1.27939 -0.407 -0.797 -0.464 0.495
H -0.33455 -0.25728 2.50841 -1.195 -0.118 -0.101 0.221
H -2.35139 0.01447 0.03513 2.953 0.432 1.906 0.257
H 2.72716 -1.42633 1.94978 0.879 -0.179 -0.425 0.480
H 1.48659 -0.99761 2.60280 -0.684 0.471 0.842 0.482
H -1.45062 1.07076 2.38827 -0.377 1.072 0.545 0.184
H -0.63495 0.68753 0.13072 0.390 -0.409 -0.023 0.196
H 3.92357 2.49669 -0.82074 0.389 0.398 -2.034 0.462
H -1.11198 -0.97437 -2.25429 2.280 -0.944 0.309 0.154
H -2.13457 -0.52190 2.45741 -1.233 -1.099 1.008 0.201
H -0.06709 1.88520 -2.09535 0.485 -0.023 0.885 0.490
H -1.88208 0.91416 -2.57403 -0.886 1.042 -0.586 0.500
```
Positions in Å, forces in eV/Å.

***

(2)
Molecular formula: C4H7N3
Method: DFT, ωB97M-V/def2-TZVPD

HOMO energy (eV): -8.618
Multiplicity: 1
LUMO level (eV): 0.54
Net charge: 0
Calculated total energy (Eh): -320.77693

The geometry in XYZ format:
```
14
Properties=species:S:1:pos:R:3:forces:R:3:nbo_charge:R:1
N 1.97451 -0.52211 0.05904 0.643 0.698 -0.049 -0.694
N 4.26938 0.46160 0.09897 -0.923 -0.317 -0.048 -0.404
N 0.02140 0.71752 0.03930 -0.047 0.083 0.113 -0.573
C 1.31008 0.67586 0.09052 -0.823 0.403 0.064 0.234
C -2.27147 0.12878 -0.11892 -0.353 -0.108 -0.005 -0.612
C -0.87195 -0.40765 0.00707 -0.288 -0.227 -0.029 -0.241
C 3.16945 0.08573 0.07729 3.550 -0.911 0.057 0.421
H 1.92899 -1.54330 -0.04906 -0.747 0.560 0.015 0.417
H -2.97666 -0.69514 -0.14731 -0.244 0.024 0.026 0.224
H -0.61864 -1.04477 -0.84890 -0.010 0.063 0.115 0.197
H -2.37779 0.71292 -1.03922 -0.008 -0.083 0.155 0.215
H -2.49839 0.76919 0.73935 -0.106 -0.085 -0.131 0.210
H -0.32039 1.65556 0.16623 -0.524 -0.109 -0.133 0.410
H -0.73853 -0.99418 0.92565 -0.120 0.008 -0.149 0.196
```
Positions in Å, forces in eV/Å.

***

(3)
Molecular formula: C3H3NO3
Method: DFT, ωB97M-V/def2-TZVPD

HOMO energy (eV): -9.767
Multiplicity: 1
LUMO level (eV): 0.05
Net charge: 0
Calculated total energy (Eh): -396.54435

The geometry in XYZ format:
```
10
Properties=species:S:1:pos:R:3:forces:R:3:nbo_charge:R:1
O -1.63437 -1.69966 -0.28085 -0.264 0.631 0.524 -0.567
O -1.97260 0.48469 0.38950 0.211 0.779 0.219 -0.622
O -0.16944 2.30760 -0.37306 -0.131 -1.608 0.854 -0.398
N 1.32134 -0.56093 -0.39942 -0.099 0.103 0.338 -0.794
C 0.24305 -0.08363 0.38934 -0.577 -1.091 -0.586 -0.331
C -1.38657 -0.60427 0.13325 1.938 -0.531 -0.875 0.829
C -0.23468 1.26936 0.13550 -0.949 1.538 -0.676 0.845
H 2.25898 -0.41278 -0.05101 -0.191 0.023 0.006 0.383
H 1.25192 -0.40095 -1.39518 -0.085 -0.005 0.182 0.386
H 0.32237 -0.29944 1.45194 0.146 0.162 0.014 0.269
```
Positions in Å, forces in eV/Å.

***

(4)
Molecular formula: C4H5F6NOS
Method: DFT, ωB97M-V/def2-TZVPD

HOMO energy (eV): -9.412
Multiplicity: 1
SMILES: C/C=N\SC(F)(F)F.OC(F)(F)F
LUMO level (eV): 0.61
Net charge: 0
Calculated total energy (Eh): -1282.76906

The geometry in XYZ format:
```
18
Properties=species:S:1:pos:R:3:forces:R:3:nbo_charge:R:1
S -1.02723 1.99432 0.47394 0.297 1.797 1.051 0.418
F 3.58175 -2.85332 -0.52366 -0.880 1.508 -0.707 -0.321
F 0.98725 1.87033 -1.17088 0.540 0.107 -2.134 -0.286
F 2.42854 -2.24926 1.15048 -0.128 0.200 0.720 -0.347
F 1.11167 3.46889 0.27816 0.241 -0.319 0.103 -0.319
F 1.44505 1.35437 0.79673 0.998 -0.082 0.884 -0.344
F 1.66573 -1.68395 -0.71694 0.827 0.319 -0.947 -0.308
O 3.60183 -0.70865 0.06978 -0.075 -1.604 -1.756 -0.682
N -1.12465 0.64249 -0.36655 0.027 -1.823 -0.992 -0.604
C -3.50309 -0.22115 0.11259 0.449 0.513 2.638 -0.711
C 2.82145 -1.81216 -0.06613 0.929 -1.506 1.764 1.154
C -2.07829 -0.16891 -0.44273 -2.633 2.483 1.485 0.150
C 0.74520 2.20069 0.04205 -1.584 0.394 1.379 0.840
H -2.09983 -0.84196 -1.19302 1.162 -2.683 -2.397 0.166
H -3.84867 0.42154 0.96880 1.097 -0.259 -0.533 0.221
H -4.28721 -0.03190 -0.58345 -0.202 -0.203 -1.225 0.237
H -3.58382 -1.24449 0.49793 -0.350 0.038 -0.229 0.232
H 3.16435 -0.13688 0.67288 -0.715 1.119 0.896 0.502
```
Positions in Å, forces in eV/Å.

***

- Which of these has the lowest HOMO energy?
  C3H3NO3

***

- Look up the net charge of the second one.
  0